Record 1
Entry from the OMol25 dataset: C10H9Cl2F6FeN2SSb as an isolated structure (wB97M-V/def2-TZVPD).

Output
- ΔE to the lowest compared entry with this formula, charge and spin (eV) = 0.000
- maximum force (eV/A) = 0.89
- calculated total energy (Eh) = -3917.5660
- 2S+1 = 2
- HOMO-LUMO gap (alpha / beta) (eV) = 8.9 / 6.3
- <S²> = 1.190
- charge = +1
- highest occupied orbital energy (alpha / beta) (hartree) = -0.4710 / -0.4725

Atoms and positions in Å:
Fe: -0.09 0.10 -0.15
Cl: 1.90 0.70 1.14
C: 2.51 2.22 0.56
C: 3.66 2.70 1.10
C: 4.14 3.93 0.66
C: 3.46 4.68 -0.28
C: 2.29 4.19 -0.83
Cl: 1.46 5.13 -1.98
C: 1.78 2.91 -0.45
S: 0.42 2.28 -1.20
H: 4.19 2.14 1.86
H: 5.06 4.32 1.08
H: 3.82 5.65 -0.60
F: -1.17 -0.87 1.44
Sb: -2.93 -0.55 0.61
F: -3.62 0.00 2.23
F: -3.36 -2.34 0.79
F: -4.29 -0.04 -0.52
F: -1.80 -0.99 -0.91
F: -1.99 1.12 0.34
C: 1.12 -5.12 0.08
N: 1.32 -3.71 -0.28
C: 2.49 -3.15 -0.72
C: 2.23 -1.83 -0.94
N: 0.90 -1.60 -0.64
C: 0.40 -2.75 -0.23
H: 2.09 -5.60 0.14
H: 0.52 -5.61 -0.67
H: 0.63 -5.19 1.05
H: 3.39 -3.72 -0.86
H: 2.88 -1.06 -1.32
H: -0.62 -2.92 0.08

---

Record 2
Entry from the OMol25 dataset: a 2-piece molecular cluster, C3H4N2O2 overall at a distorted geometry (wB97M-V/def2-TZVPD).

Output
- ΔE to the lowest compared entry with this formula, charge and spin (eV) = 9.117
- maximum force (eV/A) = 5.04
- calculated total energy (Eh) = -376.4288
- HOMO-LUMO gap (alpha / beta) (eV) = 8.6 / 8.6
- highest occupied orbital energy (alpha / beta) (hartree) = -0.3655 / -0.3654

Atoms and positions in Å:
C: 0.70 0.16 -0.90
C: 0.66 -0.39 0.51
C: -1.23 -0.72 -0.64
N: -0.35 -0.15 -1.57
N: -0.74 -0.73 0.68
O: -1.09 -1.94 -0.15
O: -3.49 0.08 -0.84
H: 1.51 0.51 -1.35
H: 1.40 -1.13 0.46
H: 0.95 0.26 1.26
H: -3.45 0.12 0.18

---

Record 3
Entry from the OMol25 dataset: C4H7NO in the gas phase at a distorted geometry (wB97M-V/def2-TZVPD).

Output
- ΔE to the lowest compared entry with this formula, charge and spin (eV) = 1.723
- maximum force (eV/A) = 1.51
- calculated total energy (Eh) = -286.5683
- HOMO-LUMO gap (eV) = 11.5
- highest occupied orbital energy (hartree) = -0.3982

Atoms and positions in Å:
C: -0.42 1.31 0.12
C: -0.48 -0.10 -0.48
C: 0.87 -0.94 -0.01
O: 2.02 -0.15 0.02
C: -1.56 -0.97 0.02
N: -2.25 -1.80 0.45
H: -0.62 2.12 -0.59
H: -1.02 1.43 1.03
H: 0.63 1.53 0.42
H: -0.56 -0.06 -1.57
H: 0.99 -1.74 -0.75
H: 0.65 -1.37 0.98
H: 1.75 0.73 0.37

---

Record 4
Entry from the OMol25 dataset: a 9-piece molecular cluster, C6H30NO9 overall at a distorted geometry (wB97M-V/def2-TZVPD).

Output
- ΔE to the lowest compared entry with this formula, charge and spin (eV) = 2.521
- maximum force (eV/A) = 1.78
- calculated total energy (Eh) = -978.5636
- HOMO-LUMO gap (eV) = 9.6
- charge = -1
- highest occupied orbital energy (hartree) = -0.2431

Atoms and positions in Å:
C: -0.64 0.43 0.23
N: 0.68 0.75 0.80
C: 1.33 -0.43 1.36
C: 1.40 -1.74 0.54
C: 0.70 -2.95 1.20
O: -0.70 -2.75 1.53
C: -1.13 1.62 -0.60
C: -2.68 1.60 -0.72
H: -0.65 -0.43 -0.45
H: -1.24 0.29 1.15
H: -0.96 -2.04 0.92
H: 2.30 -0.19 1.83
H: 0.84 -0.66 2.32
H: 1.02 -1.52 -0.45
H: 2.44 -2.07 0.41
H: 0.82 -3.75 0.47
H: 1.09 -3.05 2.22
H: -0.85 2.55 -0.11
H: -0.63 1.58 -1.56
H: -2.92 1.82 -1.77
H: -3.05 2.48 -0.20
H: -3.06 0.68 -0.28
H: 1.42 1.53 -2.23
H: 0.82 2.99 -2.78
O: 1.27 2.58 -2.03
H: -2.86 -1.27 -1.13
H: 1.26 1.11 0.03
O: -2.51 -2.15 -1.29
H: -1.76 -1.96 -1.89
H: 0.03 -2.33 -2.64
O: -0.45 -1.55 -2.94
H: -1.72 -2.06 2.88
H: -2.64 -1.09 2.11
O: -2.50 -1.48 2.98
H: 1.26 3.74 -0.53
H: 0.52 3.68 0.83
O: 1.07 4.24 0.29
H: 1.77 0.21 -3.48
H: 0.29 -0.78 -2.89
O: 1.29 0.19 -2.64
H: -1.54 0.89 3.55
H: -0.17 1.59 3.30
O: -0.88 1.48 3.93
H: 3.88 -0.27 -0.83
H: 3.08 -0.30 -2.23
O: 3.94 -0.22 -1.79

---

Record 5
Entry from the OMol25 dataset: a 2-piece molecular cluster, ClF2HSi overall at a distorted geometry (wB97M-V/def2-TZVPD).

Output
- ΔE to the lowest compared entry with this formula, charge and spin (eV) = 3.225
- maximum force (eV/A) = 4.70
- calculated total energy (Eh) = -950.0675
- HOMO-LUMO gap (eV) = 9.8
- highest occupied orbital energy (hartree) = -0.3884

Atoms and positions in Å:
F: 0.21 2.65 -0.79
F: 0.45 1.50 1.21
Si: -0.13 1.10 -0.30
Cl: -0.91 -2.23 0.22
H: 0.38 -3.02 -0.34

---

Record 6
Entry from the OMol25 dataset: C4H8N2O2 in the gas phase (wB97M-V/def2-TZVPD).

Output
- ΔE to the lowest compared entry with this formula, charge and spin (eV) = 5.456
- maximum force (eV/A) = 0.98
- calculated total energy (Eh) = -417.0554
- HOMO-LUMO gap (alpha / beta) (eV) = 6.8 / 6.8
- highest occupied orbital energy (alpha / beta) (hartree) = -0.2718 / -0.2719

Atoms and positions in Å:
C: 1.01 1.86 0.28
N: -0.04 0.88 0.43
C: 0.07 -0.79 -0.73
C: 0.19 -0.55 0.67
N: -0.73 -1.20 1.54
C: -1.18 -1.23 -1.42
O: 1.11 -0.62 -1.55
O: -1.19 -1.89 -2.43
H: 1.89 -0.83 -1.01
H: -0.98 1.21 0.22
H: -1.62 -0.74 1.71
H: -0.32 -1.49 2.41
H: -2.10 -0.99 -0.86
H: 1.42 1.89 -0.74
H: 1.83 1.60 0.96
H: 0.64 2.86 0.50

---

Record 7
Entry from the OMol25 dataset: C44H85Br3I2N4O3P as an isolated structure at a distorted geometry (wB97M-V/def2-TZVPD).

Output
- maximum force (eV/A) = 3.55
- calculated total energy (Eh) = -10830.3790
- HOMO-LUMO gap (eV) = 7.1
- charge = +1
- highest occupied orbital energy (hartree) = -0.3484

Atoms and positions in Å:
C: -0.98 -4.93 -0.61
C: -1.03 -3.74 -0.80
C: -1.05 -2.19 -1.01
C: -0.97 -1.76 -2.59
I: -2.80 -0.63 -3.14
C: -0.95 -2.93 -3.65
C: 0.34 -3.84 -3.72
I: -2.82 -4.09 -3.82
O: -2.22 -1.51 -0.55
C: -2.29 -1.28 0.90
C: -3.09 -2.49 1.49
Br: -4.23 -3.48 0.18
C: -3.23 -2.97 2.75
C: -4.14 -4.22 3.13
Br: -2.35 -2.10 4.24
C: -0.96 -0.76 1.51
P: -0.83 1.12 1.08
C: 0.80 1.84 1.63
C: -1.35 1.54 -0.64
N: 0.31 -1.53 1.12
C: 0.36 -2.74 1.99
C: 1.70 -3.56 2.06
C: 1.33 -4.87 2.93
Br: 3.11 -2.66 3.16
C: 0.33 -1.67 -0.36
C: 1.61 -2.34 -1.00
C: 3.00 -1.78 -0.44
C: 3.62 -0.62 -1.37
C: 4.84 -0.01 -0.51
C: 4.39 1.18 0.44
C: 4.88 1.05 1.92
O: 6.31 0.85 2.05
C: 6.75 1.18 3.33
O: 6.82 2.34 3.68
C: 7.14 0.09 4.40
C: 8.41 -0.49 4.50
H: -0.82 -5.90 -0.08
H: -0.10 -1.08 -2.80
H: -0.95 -2.40 -4.66
H: 1.30 -3.26 -3.88
H: 0.24 -4.46 -4.67
H: 0.42 -4.61 -2.90
H: -3.00 -0.39 0.96
H: -5.19 -4.04 2.78
H: -4.08 -4.39 4.25
H: -3.70 -5.14 2.64
H: -0.90 -0.63 2.62
H: 0.63 2.47 2.55
H: 1.63 1.12 1.88
H: 1.13 2.58 0.83
H: -1.33 2.67 -0.74
H: -2.44 1.26 -0.76
H: -0.73 1.14 -1.49
H: 1.08 -0.90 1.41
H: -0.47 -3.49 1.83
H: 0.22 -2.43 3.07
H: 2.09 -3.97 1.10
H: 1.39 -4.68 4.03
H: 0.32 -5.29 2.62
H: 2.08 -5.66 2.61
H: 0.40 -0.61 -0.78
H: 1.64 -2.09 -2.11
H: 1.63 -3.46 -0.94
H: 2.96 -1.35 0.59
H: 3.74 -2.63 -0.51
H: 2.88 0.22 -1.53
H: 4.04 -1.02 -2.33
H: 5.29 -0.80 0.15
H: 5.63 0.36 -1.23
H: 3.26 1.26 0.39
H: 4.82 2.15 0.03
H: 4.34 0.25 2.53
H: 4.65 2.03 2.45
H: 6.37 -0.22 5.17
H: 8.56 -1.60 4.37
H: 9.34 0.11 4.75
C: 6.39 1.72 -3.97
C: 7.76 2.09 -3.44
N: 8.79 1.11 -3.74
C: 10.02 1.30 -2.99
C: 10.81 2.59 -3.23
C: 8.97 0.78 -5.15
C: 9.29 1.93 -6.12
H: 6.09 0.72 -3.64
H: 5.64 2.43 -3.61
H: 6.35 1.74 -5.06
H: 7.67 2.18 -2.35
H: 8.03 3.09 -3.81
H: 10.68 0.45 -3.15
H: 9.77 1.26 -1.92
H: 11.34 2.57 -4.19
H: 11.58 2.70 -2.45
H: 10.18 3.48 -3.19
H: 8.06 0.30 -5.51
H: 9.74 0.01 -5.25
H: 8.65 2.80 -5.96
H: 9.14 1.59 -7.15
H: 10.33 2.24 -6.03
C: -9.29 3.30 -6.06
C: -8.19 3.18 -5.01
N: -7.41 1.95 -5.12
C: -6.58 1.69 -3.96
C: -5.45 2.68 -3.65
C: -6.78 1.70 -6.41
C: -5.82 2.76 -6.95
H: -9.94 2.42 -6.05
H: -9.91 4.17 -5.85
H: -8.88 3.42 -7.06
H: -8.68 3.20 -4.03
H: -7.55 4.07 -5.06
H: -6.15 0.69 -4.04
H: -7.23 1.64 -3.08
H: -4.62 2.58 -4.34
H: -5.06 2.49 -2.65
H: -5.79 3.72 -3.66
H: -7.57 1.55 -7.15
H: -6.26 0.74 -6.38
H: -6.23 3.77 -6.87
H: -5.63 2.58 -8.01
H: -4.86 2.73 -6.45
C: -6.45 2.79 8.69
C: -5.87 2.13 7.45
N: -5.24 0.84 7.72
C: -4.43 0.36 6.61
C: -5.14 0.03 5.29
C: -6.07 -0.16 8.37
C: -7.38 -0.56 7.69
H: -5.69 2.87 9.48
H: -6.79 3.80 8.45
H: -7.30 2.24 9.09
H: -5.12 2.81 7.04
H: -6.66 2.04 6.69
H: -3.87 -0.53 6.93
H: -3.66 1.11 6.39
H: -5.71 -0.90 5.36
H: -4.40 -0.12 4.50
H: -5.81 0.82 4.97
H: -6.31 0.20 9.37
H: -5.48 -1.06 8.55
H: -7.95 0.30 7.34
H: -8.01 -1.11 8.39
H: -7.21 -1.22 6.84

---

Record 8
Entry from the OMol25 dataset: C18H33BrCl2NNdO3SSi as an isolated structure (wB97M-V/def2-TZVPD).

Output
- ΔE to the lowest compared entry with this formula, charge and spin (eV) = 0.000
- maximum force (eV/A) = 0.48
- calculated total energy (Eh) = -5729.3905
- 2S+1 = 4
- HOMO-LUMO gap (alpha / beta) (eV) = 8.8 / 9.0
- <S²> = 3.753
- charge = +2
- highest occupied orbital energy (alpha / beta) (hartree) = -0.5522 / -0.5528

Atoms and positions in Å:
Nd: -1.69 -0.37 0.18
Cl: -3.17 -1.71 2.39
C: -4.53 -2.31 1.42
Cl: -4.26 -1.87 -0.30
H: -5.44 -1.83 1.75
H: -4.57 -3.39 1.49
C: 0.41 -3.27 1.00
C: 0.54 -2.73 -0.42
C: 1.89 -3.08 -1.01
C: -0.60 -3.23 -1.30
O: 0.39 -1.26 -0.42
Si: 1.14 -0.02 0.55
S: -0.09 0.02 2.24
O: 2.71 -0.14 0.53
C: 3.80 0.07 1.52
C: 5.08 0.01 0.72
C: 3.72 -1.05 2.54
C: 3.59 1.44 2.15
O: 0.39 1.17 -0.34
C: 0.62 1.67 -1.71
C: 0.97 3.13 -1.58
C: 1.72 0.89 -2.40
C: -0.72 1.48 -2.42
H: 0.44 -4.36 0.97
H: -0.53 -2.97 1.47
H: 1.22 -2.92 1.64
H: 2.05 -4.16 -0.95
H: 2.69 -2.58 -0.46
H: 1.96 -2.78 -2.06
H: -0.56 -4.32 -1.38
H: -0.54 -2.81 -2.30
H: -1.58 -3.00 -0.86
H: 5.15 -0.93 0.18
H: 5.94 0.09 1.39
H: 5.13 0.84 0.01
H: 3.83 -2.02 2.06
H: 2.76 -1.02 3.08
H: 4.51 -0.94 3.28
H: 3.58 2.22 1.39
H: 4.40 1.65 2.85
H: 2.65 1.48 2.71
H: 1.92 3.24 -1.04
H: 0.20 3.67 -1.02
H: 1.08 3.58 -2.56
H: 2.65 0.93 -1.84
H: 1.90 1.33 -3.38
H: 1.45 -0.16 -2.55
H: -1.48 2.12 -1.97
H: -1.02 0.43 -2.39
H: -0.64 1.75 -3.47
Br: -6.71 4.67 0.11
C: -5.41 3.34 0.08
C: -4.67 3.05 1.21
C: -3.72 2.06 1.14
N: -3.48 1.35 0.02
C: -4.21 1.64 -1.07
C: -5.18 2.62 -1.09
H: -4.82 3.59 2.14
H: -3.12 1.82 2.01
H: -4.01 1.07 -1.97
H: -5.74 2.82 -1.99

---

Record 9
Entry from the OMol25 dataset: C9H10N2O in the gas phase at a distorted geometry (wB97M-V/def2-TZVPD).

Output
- ΔE to the lowest compared entry with this formula, charge and spin (eV) = 6.162
- maximum force (eV/A) = 2.98
- calculated total energy (Eh) = -533.5179
- HOMO-LUMO gap (alpha / beta) (eV) = 8.0 / 6.3
- highest occupied orbital energy (alpha / beta) (hartree) = -0.3248 / -0.2954

Atoms and positions in Å:
C: 1.57 -2.03 -0.03
C: -0.69 -2.98 0.16
C: -0.12 0.68 -0.84
C: -0.50 0.82 0.58
C: -0.66 -0.29 -1.66
C: -1.21 -0.29 1.28
C: 0.31 -2.04 0.52
C: 0.94 1.51 -1.38
C: 0.20 1.81 1.43
N: 2.55 -1.99 -0.64
N: -1.62 -3.62 -0.13
O: -0.03 -1.13 1.47
H: -1.54 -0.78 -1.24
H: -0.58 -0.31 -2.74
H: -1.46 0.14 2.33
H: -1.98 -0.87 0.70
H: 0.97 1.46 -2.40
H: 1.85 1.11 -1.04
H: 0.88 2.56 -1.11
H: -0.36 2.06 2.32
H: 0.30 2.66 0.82
H: 1.18 1.52 1.63

---

Record 10
Entry from the OMol25 dataset: C4H4KO as an isolated structure (wB97M-V/def2-TZVPD).

Output
- ΔE to the lowest compared entry with this formula, charge and spin (eV) = 0.000
- maximum force (eV/A) = 0.65
- calculated total energy (Eh) = -829.8684
- HOMO-LUMO gap (eV) = 5.1
- charge = -1
- highest occupied orbital energy (hartree) = -0.0925

Atoms and positions in Å:
H: 3.61 -0.52 -2.04
C: 2.58 -0.24 -1.88
C: 1.40 0.09 -1.81
C: 0.03 0.41 -1.65
H: -0.61 -0.02 -2.44
H: -0.16 1.49 -1.56
C: -2.21 -0.27 3.15
O: -0.98 -0.07 3.26
K: -0.93 -0.73 0.81
H: -2.74 -0.15 4.15

---

Record 11
Entry from the OMol25 dataset: a 2-piece molecular cluster, C18H36F4N2O3 overall at a distorted geometry (wB97M-V/def2-TZVPD).

Output
- maximum force (eV/A) = 2.08
- calculated total energy (Eh) = -1441.9418
- HOMO-LUMO gap (eV) = 3.5
- highest occupied orbital energy (hartree) = -0.1634

Atoms and positions in Å:
C: 1.39 0.54 -0.14
C: 1.27 0.82 -1.62
O: 1.97 0.20 -2.41
O: 0.31 1.64 -2.03
C: 0.25 2.98 -1.51
C: -1.21 3.29 -1.23
C: -1.45 4.02 0.10
C: -2.91 3.82 0.53
C: -3.03 2.92 1.76
C: -3.11 1.39 1.52
C: -3.15 0.92 0.05
C: -4.61 0.82 -0.43
C: -4.98 1.74 -1.62
N: -6.01 2.72 -1.20
C: -2.51 -0.41 0.02
F: -1.16 -0.34 0.34
F: -3.02 -1.36 0.95
C: -2.62 -1.15 -1.32
F: -1.64 -2.12 -1.40
F: -2.49 -0.34 -2.40
H: 0.59 -0.14 0.14
H: 1.33 1.41 0.49
H: 2.35 0.07 -0.01
H: 0.84 3.10 -0.61
H: 0.66 3.65 -2.25
H: -1.64 3.86 -2.04
H: -1.71 2.33 -1.14
H: -0.78 3.69 0.88
H: -1.25 5.08 -0.06
H: -3.32 4.79 0.80
H: -3.47 3.48 -0.33
H: -2.14 3.09 2.36
H: -3.85 3.26 2.39
H: -3.97 1.00 2.08
H: -2.25 0.93 1.99
H: -5.30 1.09 0.37
H: -4.89 -0.19 -0.72
H: -4.07 2.23 -1.96
H: -5.42 1.19 -2.44
H: -5.65 3.26 -0.42
H: -6.16 3.39 -1.95
H: -3.57 -1.69 -1.36
C: 3.80 -2.42 -0.33
N: 4.80 -3.31 0.33
C: 6.17 -2.82 -0.03
C: 4.63 -4.70 -0.18
C: 4.70 -3.27 1.84
C: 3.41 -3.77 2.44
O: 2.33 -2.98 1.99
H: 4.09 -2.29 -1.37
H: 2.82 -2.88 -0.29
H: 3.79 -1.46 0.18
H: 6.27 -2.86 -1.11
H: 6.91 -3.47 0.44
H: 6.27 -1.80 0.33
H: 3.62 -5.04 0.03
H: 5.36 -5.35 0.32
H: 4.80 -4.69 -1.25
H: 4.85 -2.22 2.12
H: 5.52 -3.86 2.22
H: 3.51 -3.69 3.53
H: 3.24 -4.83 2.20
H: 1.51 -3.28 2.40